No. 1
A structure of composition C26H42BrN3OP2V. Source: OMol25; level of theory: wB97M-V/def2-TZVPD.

The geometry in ORCA input format:
```
! RIJCOSX wB97M-V def2-TZVPD def2/J DEFGRID3
* xyz 2 4
C 2.587 -5.504 -5.470
C 1.302 -5.157 -5.958
C 0.816 -5.975 -7.014
C 1.541 -7.083 -7.433
N 2.737 -7.414 -6.925
C 3.232 -6.632 -5.967
C 0.466 -4.161 -5.448
C 0.172 -2.863 -5.170
C 0.019 -1.715 -4.369
C -0.676 -1.898 -3.145
C -0.608 -0.950 -2.126
C -0.141 0.354 -2.372
C 0.462 0.596 -3.620
C 0.553 -0.412 -4.577
V -1.248 -3.969 -4.645
P -2.075 -1.878 1.043
H -0.188 -5.808 -7.395
H 3.044 -4.979 -4.638
H 1.091 -7.744 -8.180
H 4.183 -6.933 -5.515
H 1.085 -0.129 -5.488
H -1.329 -2.806 -3.025
H 0.838 1.596 -3.857
H -0.982 -1.141 -1.130
C -2.452 -0.376 2.056
C -3.828 -0.255 2.700
H -2.296 0.454 1.347
H -1.644 -0.309 2.803
H -3.874 0.664 3.296
H -4.628 -0.183 1.954
H -4.045 -1.088 3.378
C -3.694 -2.724 0.794
C -3.540 -4.169 0.315
H -4.233 -2.116 0.046
H -4.279 -2.678 1.722
H -4.346 -4.394 -0.392
H -2.578 -4.325 -0.190
H -3.627 -4.889 1.141
C -1.237 -2.960 2.294
C -2.065 -3.290 3.524
H -0.318 -2.411 2.554
H -0.942 -3.875 1.759
H -1.521 -4.014 4.141
H -2.237 -2.407 4.151
H -3.030 -3.746 3.271
Br -0.303 1.722 -1.134
P -3.563 0.496 -3.893
C -3.789 -0.274 -2.246
C -5.161 0.143 -1.673
H -2.964 0.044 -1.582
H -3.713 -1.367 -2.382
H -5.482 -0.540 -0.879
H -5.137 1.150 -1.241
H -5.932 0.148 -2.454
C -2.614 2.039 -3.563
C -3.047 3.345 -4.253
H -1.570 1.822 -3.812
H -2.622 2.210 -2.472
H -2.527 4.197 -3.791
H -2.798 3.347 -5.320
H -4.121 3.515 -4.144
C -2.831 -0.457 -5.226
C -3.940 -0.729 -6.265
H -2.422 -1.380 -4.791
H -1.977 0.098 -5.650
H -3.536 -1.249 -7.134
H -4.734 -1.346 -5.827
H -4.391 0.210 -6.605
N 1.965 1.509 1.418
C 1.570 0.479 2.230
N 2.025 0.647 3.535
O 0.893 -0.496 1.874
H 2.179 2.374 1.863
H 1.471 1.570 0.525
H 2.026 -0.212 4.054
H 2.852 1.214 3.636
*
```

Highest occupied orbital energy (alpha / beta)   -12.438 / -12.422 eV
E_LUMO (alpha / beta)   -7.03 / -8.67 eV
Orbital gap (alpha / beta)   5.4 / 3.8 eV
Expectation value of S²   3.788

Löwdin charges, unit e, in atom order:
1 C 0.0098
2 C -0.2434
3 C -0.0145
4 C -0.1082
5 N 0.0909
6 C -0.1149
7 C -0.1134
8 C -0.0872
9 C -0.2786
10 C -0.0750
11 C -0.1060
12 C -0.6631
13 C -0.1087
14 C 0.0026
15 V 1.0314
16 P 0.9557
17 H 0.1090
18 H 0.1195
19 H 0.1223
20 H 0.1241
21 H 0.1384
22 H 0.0914
23 H 0.1267
24 H 0.0072
25 C -0.4158
26 C -0.1526
27 H 0.0416
28 H 0.0756
29 H 0.0790
30 H 0.0616
31 H 0.0651
32 C -0.4404
33 C -0.1615
34 H 0.0367
35 H 0.0684
36 H 0.0638
37 H 0.0464
38 H 0.0799
39 C -0.4090
40 C -0.1425
41 H 0.0539
42 H 0.0714
43 H 0.0790
44 H 0.0708
45 H 0.0621
46 Br 0.9703
47 P 1.2212
48 C -0.3641
49 C -0.1214
50 H 0.0610
51 H 0.0866
52 H 0.0699
53 H 0.0887
54 H 0.0732
55 C -0.3840
56 C -0.1104
57 H 0.0453
58 H 0.0445
59 H 0.0917
60 H 0.0809
61 H 0.0777
62 C -0.3671
63 C -0.1274
64 H 0.0414
65 H 0.1056
66 H 0.0848
67 H 0.0807
68 H 0.0823
69 N 0.1362
70 C -0.6299
71 N 0.1480
72 O -0.0150
73 H 0.0952
74 H -0.0168
75 H 0.1027
76 H 0.0990



No. 2
A structure of composition C26H42Cl3LuN4O4Si. Source: OMol25; level of theory: wB97M-V/def2-TZVPD.

The geometry in ORCA input format:
```
! RIJCOSX wB97M-V def2-TZVPD def2/J DEFGRID3
* xyz 0 1
C -1.615 -1.866 -3.180
C -1.141 -2.808 -2.117
H -1.469 -2.305 -4.169
H -1.079 -0.904 -3.133
H -2.689 -1.645 -3.062
C -0.613 -4.031 -2.302
C -0.406 -4.685 -3.624
H -0.309 -4.620 -1.431
H -0.546 -3.986 -4.460
H -1.085 -5.544 -3.755
H 0.618 -5.086 -3.662
Lu -0.131 0.722 0.116
Cl -2.583 0.902 0.660
Cl 0.193 1.824 -2.035
H 0.660 5.047 3.814
H -1.477 6.139 2.795
C 0.945 4.742 2.804
C -1.107 5.800 1.822
N -0.247 4.631 1.969
H 1.434 3.769 2.822
C -0.455 3.522 1.281
O 0.376 2.567 1.253
H -1.952 5.521 1.187
H -1.408 3.428 0.737
H 1.627 5.497 2.397
H -0.567 6.633 1.357
H 1.254 -1.267 -2.594
H 2.346 -3.544 -1.374
C 2.252 -0.868 -2.366
C 3.194 -2.858 -1.239
N 2.737 -1.478 -1.131
H 2.174 0.216 -2.263
C 2.578 -0.901 0.062
O 2.083 0.245 0.235
H 3.734 -3.126 -0.327
H 2.909 -1.515 0.924
H 2.941 -1.139 -3.172
H 3.855 -2.943 -2.108
O -0.237 -1.275 -0.553
C -1.186 -2.249 -0.708
C 0.130 -3.663 0.961
C -1.091 -3.297 0.399
H 1.039 -3.137 0.643
C 0.155 -4.648 1.950
H -2.176 -1.787 -0.593
C -2.286 -3.835 0.874
H 1.120 -4.944 2.359
C -1.034 -5.209 2.418
C -2.257 -4.805 1.870
H -3.211 -3.449 0.438
H -1.002 -5.944 3.224
H -3.193 -5.225 2.232
Si -0.486 4.600 -4.398
Cl -0.648 2.629 -5.123
C 1.365 4.853 -4.178
C -1.716 4.680 -2.980
C -0.952 5.901 -5.686
H 1.852 4.002 -3.685
H 1.562 5.766 -3.600
H 1.828 4.990 -5.169
H -0.261 5.926 -6.540
H -0.893 6.876 -5.176
H -1.969 5.775 -6.074
H -1.615 3.862 -2.258
H -2.732 4.634 -3.398
H -1.651 5.637 -2.445
N -0.229 -2.580 7.079
C 0.802 -1.952 6.430
O 1.912 -1.846 6.941
C 0.516 -1.433 5.051
C -0.645 -1.710 4.309
C -0.785 -1.165 3.024
N 0.145 -0.367 2.452
C 1.269 -0.120 3.163
C 1.484 -0.628 4.443
H -0.060 -2.865 8.032
H -1.179 -2.514 6.755
H -1.448 -2.339 4.699
H -1.692 -1.358 2.438
H 2.017 0.513 2.687
H 2.406 -0.389 4.962
*
```

Highest occupied orbital energy   -8.190 eV
E_LUMO   -0.26 eV
Orbital gap   7.9 eV

Löwdin charges, unit e, in atom order:
1 C -0.0319
2 C -0.2335
3 H 0.0618
4 H 0.0671
5 H 0.0950
6 C -0.1172
7 C -0.1000
8 H 0.1035
9 H 0.0605
10 H 0.0786
11 H 0.0694
12 Lu 1.0987
13 Cl -0.1523
14 Cl -0.0254
15 H 0.0964
16 H 0.0937
17 C -0.0128
18 C -0.0255
19 N -0.1641
20 H 0.0850
21 C -0.2910
22 O -0.2083
23 H 0.0946
24 H 0.1013
25 H 0.1000
26 H 0.0966
27 H 0.0816
28 H 0.0881
29 C -0.0391
30 C -0.0354
31 N -0.1542
32 H 0.0262
33 C -0.2819
34 O -0.1899
35 H 0.0919
36 H 0.1490
37 H 0.0943
38 H 0.0924
39 O -0.3982
40 C -0.4343
41 C -0.0499
42 C -0.2041
43 H 0.0953
44 C -0.0869
45 H 0.1060
46 C -0.0359
47 H 0.0998
48 C -0.1037
49 C -0.0859
50 H 0.1236
51 H 0.0969
52 H 0.0983
53 Si 0.1209
54 Cl 0.2382
55 C -0.2315
56 C -0.2347
57 C -0.2201
58 H 0.0077
59 H 0.0276
60 H 0.0326
61 H 0.0291
62 H 0.0323
63 H 0.0264
64 H -0.0296
65 H 0.0352
66 H 0.0238
67 N 0.1681
68 C -0.4786
69 O 0.0536
70 C -0.1201
71 C 0.0113
72 C -0.1099
73 N 0.0030
74 C -0.1132
75 C 0.0109
76 H 0.1137
77 H 0.0883
78 H 0.1108
79 H 0.0959
80 H 0.1053
81 H 0.1189



No. 3
A structure of composition C26H42F6O16Pb. Source: OMol25; level of theory: wB97M-V/def2-TZVPD.

The geometry in ORCA input format:
```
! RIJCOSX wB97M-V def2-TZVPD def2/J DEFGRID3
* xyz 0 1
Pb -0.054 0.948 -1.263
C 4.175 3.278 -4.073
O 4.828 2.518 -3.045
O 2.829 3.335 -3.654
C 4.756 4.663 -4.500
F 6.038 4.589 -4.912
F 3.956 5.324 -5.405
F 4.847 5.468 -3.384
C 5.993 1.860 -3.249
C 6.630 1.493 -1.984
H 7.379 0.725 -2.176
H 7.244 2.258 -1.508
H 6.043 1.009 -1.203
H 6.797 2.479 -3.648
H 5.812 0.955 -3.828
H 4.363 2.721 -4.991
C -3.364 -2.577 3.054
O -2.295 -3.007 3.953
O -2.667 -1.819 2.102
C -4.156 -3.856 2.599
F -4.972 -4.346 3.461
F -4.887 -3.698 1.505
F -3.242 -4.791 2.440
C -2.610 -2.930 5.385
C -1.327 -3.022 6.077
H -0.840 -3.919 5.694
H -0.641 -2.267 5.693
H -1.495 -3.047 7.153
H -3.289 -3.741 5.651
H -2.887 -1.897 5.594
H -4.029 -1.933 3.630
C -2.661 6.552 -1.470
O -3.412 6.637 -0.225
C -3.197 5.748 0.740
O -2.497 4.741 0.476
O -3.920 6.000 1.769
C -4.233 5.092 2.790
H -2.571 5.501 -1.744
H -1.696 7.046 -1.362
H -3.277 6.986 -2.258
H -3.371 5.258 3.435
H -4.186 4.051 2.471
H -5.143 5.308 3.350
C -6.196 0.760 -3.401
O -5.929 1.539 -4.552
C -4.723 1.973 -4.816
O -3.693 1.523 -4.366
O -4.854 2.901 -5.728
C -3.744 3.505 -6.259
H -7.248 0.505 -3.272
H -5.902 1.454 -2.613
H -5.611 -0.159 -3.365
H -3.909 4.166 -7.110
H -2.966 2.747 -6.358
H -3.249 4.087 -5.482
O 3.083 -2.606 0.772
C 3.444 -3.642 1.309
O 4.674 -4.019 1.336
C 4.853 -5.080 2.221
C 3.527 -5.894 2.269
C 2.527 -4.699 1.998
H 4.963 -4.532 3.157
H 5.760 -5.621 1.954
H 3.412 -6.343 3.255
H 3.517 -6.715 1.553
H 2.291 -4.340 3.000
H 1.684 -5.033 1.393
O 1.887 2.218 3.675
C 2.200 2.254 4.860
O 1.238 2.585 5.796
C 1.857 2.537 7.083
C 3.349 2.607 6.903
C 3.505 2.048 5.493
H 1.714 1.627 7.664
H 1.650 3.454 7.635
H 3.850 2.134 7.748
H 3.634 3.647 7.063
H 3.728 1.011 5.245
H 4.103 2.710 4.867
O 0.067 -3.103 -4.252
C -0.595 -4.093 -4.613
O -0.959 -4.960 -3.658
C -1.784 -5.977 -4.051
C -2.213 -5.464 -5.483
C -0.981 -4.533 -5.978
H -2.642 -6.171 -3.407
H -1.253 -6.929 -4.065
H -2.994 -4.736 -5.261
H -2.618 -6.246 -6.124
H -1.053 -3.718 -6.697
H -0.174 -5.072 -6.474
*
```

Highest occupied orbital energy   -6.931 eV
E_LUMO   -4.35 eV
Orbital gap   2.6 eV

Löwdin charges, unit e, in atom order:
1 Pb 1.3307
2 C -0.3979
3 O -0.0779
4 O -0.1596
5 C -0.4921
6 F 0.1276
7 F 0.1155
8 F 0.0936
9 C -0.3472
10 C -0.0988
11 H 0.0762
12 H 0.0793
13 H 0.0789
14 H 0.1195
15 H 0.1265
16 H 0.1416
17 C -0.4175
18 O -0.1284
19 O -0.2007
20 C -0.6713
21 F 0.1784
22 F 0.1454
23 F 0.1483
24 C -0.2756
25 C -0.1133
26 H 0.0756
27 H 0.0817
28 H 0.0811
29 H 0.1208
30 H 0.1167
31 H 0.1290
32 C -0.0129
33 O -0.0071
34 C -0.6028
35 O 0.0418
36 O 0.0294
37 C -0.0228
38 H 0.0794
39 H 0.1007
40 H 0.0916
41 H 0.1030
42 H 0.1024
43 H 0.1008
44 C -0.0258
45 O 0.0083
46 C -0.6407
47 O 0.1076
48 O 0.0248
49 C -0.0650
50 H 0.0980
51 H 0.1011
52 H 0.0973
53 H 0.1066
54 H 0.0975
55 H 0.0936
56 O 0.0781
57 C -0.5079
58 O 0.0456
59 C -0.1677
60 C -0.1263
61 C -0.0326
62 H 0.1277
63 H 0.1300
64 H 0.1052
65 H 0.1053
66 H 0.1222
67 H 0.1230
68 O 0.0864
69 C -0.4659
70 O 0.0370
71 C -0.1891
72 C -0.1582
73 C -0.0749
74 H 0.1278
75 H 0.1262
76 H 0.1174
77 H 0.1150
78 H 0.1435
79 H 0.1361
80 O 0.0613
81 C -0.4728
82 O 0.0257
83 C -0.1809
84 C -0.0900
85 C -0.0435
86 H 0.1271
87 H 0.1214
88 H 0.1063
89 H 0.1048
90 H 0.1224
91 H 0.1216



Here are the calculated energy above the lowest of the compared OMol25 structures with the same formula, charge and spin numbers, same order: 16.5, 0.0, 361.6 (kcal per mole).
Here are the calculated electronic energy numbers, same order: -5455.35348, -4441.87607, -3011.32246 (a.u.).